1.
Below is 14 unconnected molecules or ions with the total composition C60H67N7O38S5 in a non-equilibrium geometry, with properties calculated with the ωB97M-V functional and the def2-TZVPD basis.

## Properties
- gap between HOMO and LUMO (eV) = 7.62
- spin multiplicity = 1
- molar mass (g/mol) = 1654.54

Last columns: bonded neighbours and bond lengths (Å).
Positions of all 177 atoms, in Å:
1 C -31.33 4.74 -41.26  C2 1.540, O7 1.441, H8 1.090, H9 1.090
2 C -31.09 3.97 -39.94  C1 1.540, O3 1.331, H10 1.090, H11 1.090
3 O -31.47 4.85 -39.02  C2 1.331, S4 1.593
4 S -30.99 6.34 -39.34  O3 1.593, O5 1.463, O6 1.500, O7 1.682
5 O -29.58 6.39 -38.98  S4 1.463
6 O -31.95 7.33 -38.73  S4 1.500
7 O -31.15 6.14 -41.00  C1 1.441, S4 1.682
8 H -32.32 4.72 -41.73  C1 1.090
9 H -30.59 4.61 -42.04  C1 1.090
10 H -30.06 3.72 -39.71  C2 1.090
11 H -31.77 3.13 -39.82  C2 1.090
12 C -27.75 -5.06 -37.12  C13 1.583, O18 1.403, H19 1.090, H20 1.090
13 C -26.36 -5.77 -36.84  C12 1.583, O14 1.421, H21 1.090, H22 1.090
14 O -25.40 -4.80 -36.46  C13 1.421, S15 1.626
15 S -26.02 -3.32 -36.72  O14 1.626, O16 1.503, O17 1.451, O18 1.602
16 O -25.90 -3.06 -38.19  S15 1.503
17 O -25.57 -2.36 -35.73  S15 1.451
18 O -27.52 -3.83 -36.50  C12 1.403, S15 1.602
19 H -28.67 -5.52 -36.76  C12 1.090
20 H -28.02 -4.74 -38.12  C12 1.090
21 H -26.06 -6.26 -37.77  C13 1.090
22 H -26.41 -6.57 -36.10  C13 1.090
23 C -28.12 -2.29 -43.41  C24 1.544, O29 1.453, H30 1.090, H31 1.090
24 C -28.21 -1.18 -44.48  C23 1.544, O25 1.444, H32 1.090, H33 1.090
25 O -27.77 -1.74 -45.74  C24 1.444, S26 1.618
26 S -28.33 -3.25 -45.87  O25 1.618, O27 1.496, O28 1.486, O29 1.668
27 O -27.37 -4.16 -46.58  S26 1.496
28 O -29.72 -3.16 -46.38  S26 1.486
29 O -28.22 -3.49 -44.22  C23 1.453, S26 1.668
30 H -28.86 -2.23 -42.61  C23 1.090
31 H -27.10 -2.41 -43.04  C23 1.090
32 H -27.59 -0.29 -44.32  C24 1.090
33 H -29.19 -0.73 -44.60  C24 1.090
34 C -27.40 1.80 -47.83  C35 1.462, O40 1.382, H41 1.090, H42 1.090
35 C -28.75 1.42 -48.25  C34 1.462, O36 1.425, H43 1.090, H44 1.090
36 O -29.64 1.67 -47.17  C35 1.425, S37 1.639
37 S -29.01 2.63 -46.00  O36 1.639, O38 1.485, O39 1.506, O40 1.709
38 O -28.69 1.85 -44.78  S37 1.485
39 O -29.78 3.91 -45.82  S37 1.506
40 O -27.65 2.88 -47.01  C34 1.382, S37 1.709
41 H -26.69 1.94 -48.64  C34 1.090
42 H -26.97 1.08 -47.13  C34 1.090
43 H -28.68 0.36 -48.49  C35 1.090
44 H -28.96 2.13 -49.06  C35 1.090
45 C -23.98 5.88 -41.57  C46 1.544, O51 1.408, H52 1.090, H53 1.090
46 C -22.86 6.89 -41.22  C45 1.544, O47 1.440, H54 1.090, H55 1.090
47 O -23.05 7.96 -42.16  C46 1.440, S48 1.618
48 S -23.80 7.40 -43.48  O47 1.618, O49 1.458, O50 1.472, O51 1.637
49 O -22.85 6.54 -44.17  S48 1.458
50 O -24.60 8.38 -44.25  S48 1.472
51 O -24.78 6.46 -42.58  C45 1.408, S48 1.637
52 H -24.68 5.68 -40.77  C45 1.090
53 H -23.59 4.92 -41.91  C45 1.090
54 H -21.86 6.47 -41.25  C46 1.090
55 H -22.94 7.25 -40.20  C46 1.090
56 C -24.25 -2.26 -42.69  C57 1.373, C61 1.431, H65 1.080
57 C -23.98 -1.50 -41.59  C56 1.373, C58 1.353, H66 1.080
58 C -23.96 -0.15 -41.60  C57 1.353, C59 1.390, H67 1.080
59 C -24.34 0.58 -42.72  C58 1.390, C60 1.404, N62 1.484
60 C -24.54 -0.16 -43.90  C59 1.404, C61 1.407, H68 1.080
61 C -24.61 -1.57 -43.89  C56 1.431, C60 1.407, H69 1.080
62 N -24.45 2.06 -42.70  C59 1.484, O63 1.231, O64 1.248
63 O -24.15 2.60 -41.63  N62 1.231
64 O -24.77 2.69 -43.73  N62 1.248
65 H -24.17 -3.34 -42.66  C56 1.080
66 H -23.65 -1.99 -40.68  C57 1.080
67 H -23.60 0.31 -40.69  C58 1.080
68 H -24.63 0.38 -44.83  C60 1.080
69 H -24.90 -2.03 -44.82  C61 1.080
70 C -27.37 -0.74 -40.10  C71 1.397, C75 1.365, H79 1.080
71 C -28.32 -0.08 -40.89  C70 1.397, C72 1.382, H80 1.080
72 C -28.38 1.28 -41.11  C71 1.382, C73 1.393, H81 1.080
73 C -27.42 2.01 -40.42  C72 1.393, C74 1.441, N76 1.495
74 C -26.45 1.39 -39.56  C73 1.441, C75 1.336, H82 1.080
75 C -26.45 0.05 -39.47  C70 1.365, C74 1.336, H83 1.080
76 N -27.31 3.47 -40.75  C73 1.495, O77 1.214, O78 1.201
77 O -26.48 4.12 -40.15  N76 1.214
78 O -28.11 3.89 -41.54  N76 1.201
79 H -27.36 -1.81 -39.97  C70 1.080
80 H -29.09 -0.64 -41.40  C71 1.080
81 H -29.10 1.62 -41.84  C72 1.080
82 H -25.78 2.03 -39.01  C74 1.080
83 H -25.79 -0.60 -38.92  C75 1.080
84 C -32.15 1.55 -37.54  C85 1.363, C89 1.393, H93 1.080
85 C -32.34 2.56 -36.65  C84 1.363, C86 1.424, H94 1.080
86 C -31.23 3.38 -36.27  C85 1.424, C87 1.376, H95 1.080
87 C -29.99 3.08 -36.78  C86 1.376, C88 1.414, N90 1.509
88 C -29.79 2.00 -37.67  C87 1.414, C89 1.428, H96 1.080
89 C -30.92 1.23 -38.10  C84 1.393, C88 1.428, H97 1.080
90 N -28.80 3.91 -36.38  C87 1.509, O91 1.249, O92 1.209
91 O -29.05 5.07 -36.00  N90 1.249
92 O -27.70 3.45 -36.59  N90 1.209
93 H -33.08 1.03 -37.75  C84 1.080
94 H -33.30 2.72 -36.19  C85 1.080
95 H -31.45 4.21 -35.62  C86 1.080
96 H -28.81 1.76 -38.05  C88 1.080
97 H -30.74 0.38 -38.73  C89 1.080
98 C -24.04 1.95 -34.24  C99 1.347, C103 1.390, H107 1.080
99 C -22.97 1.22 -33.88  C98 1.347, C100 1.375, H108 1.080
100 C -22.60 0.21 -34.74  C99 1.375, C101 1.430, H109 1.080
101 C -23.31 -0.11 -35.94  C100 1.430, C102 1.402, N104 1.491
102 C -24.37 0.75 -36.27  C101 1.402, C103 1.386, H110 1.080
103 C -24.72 1.80 -35.44  C98 1.390, C102 1.386, H111 1.080
104 N -22.79 -1.19 -36.82  C101 1.491, O105 1.191, O106 1.219
105 O -21.90 -1.88 -36.43  N104 1.191
106 O -23.18 -1.33 -37.97  N104 1.219
107 H -24.26 2.75 -33.54  C98 1.080
108 H -22.45 1.43 -32.96  C99 1.080
109 H -21.71 -0.32 -34.42  C100 1.080
110 H -24.95 0.61 -37.17  C102 1.080
111 H -25.59 2.41 -35.63  C103 1.080
112 C -25.82 6.19 -36.94  C113 1.397, C117 1.370, H121 1.080
113 C -25.82 7.00 -35.80  C112 1.397, C114 1.378, H122 1.080
114 C -24.66 7.43 -35.19  C113 1.378, C115 1.445, H123 1.080
115 C -23.40 6.92 -35.66  C114 1.445, C116 1.399, N118 1.481
116 C -23.42 5.97 -36.69  C115 1.399, C117 1.424, H124 1.080
117 C -24.63 5.71 -37.39  C112 1.370, C116 1.424, H125 1.080
118 N -22.09 7.34 -35.09  C115 1.481, O119 1.211, O120 1.261
119 O -21.08 6.81 -35.48  N118 1.211
120 O -22.09 8.35 -34.33  N118 1.261
121 H -26.72 5.95 -37.48  C112 1.080
122 H -26.79 7.31 -35.42  C113 1.080
123 H -24.64 8.15 -34.39  C114 1.080
124 H -22.54 5.53 -37.14  C116 1.080
125 H -24.60 5.15 -38.32  C117 1.080
126 C -32.13 -6.28 -37.96  C127 1.383, C131 1.406, H135 1.080
127 C -31.20 -6.72 -38.88  C126 1.383, C128 1.362, H136 1.080
128 C -30.37 -5.80 -39.45  C127 1.362, C129 1.420, H137 1.080
129 C -30.64 -4.42 -39.26  C128 1.420, C130 1.383, N132 1.494
130 C -31.65 -3.96 -38.43  C129 1.383, C131 1.335, H138 1.080
131 C -32.37 -4.90 -37.81  C126 1.406, C130 1.335, H139 1.080
132 N -29.85 -3.39 -40.00  C129 1.494, O133 1.203, O134 1.220
133 O -28.88 -3.66 -40.67  N132 1.203
134 O -30.11 -2.21 -39.86  N132 1.220
135 H -32.73 -7.08 -37.56  C126 1.080
136 H -30.95 -7.75 -39.06  C127 1.080
137 H -29.52 -6.21 -39.98  C128 1.080
138 H -31.91 -2.92 -38.34  C130 1.080
139 H -33.18 -4.67 -37.13  C131 1.080
140 C -33.88 1.20 -45.97  C141 1.382, C145 1.347, H149 1.080
141 C -32.96 0.20 -46.23  C140 1.382, C142 1.353, H150 1.080
142 C -32.14 -0.21 -45.24  C141 1.353, C143 1.418, H151 1.080
143 C -32.38 0.22 -43.90  C142 1.418, C144 1.428, N146 1.454
144 C -33.42 1.17 -43.68  C143 1.428, C145 1.364, H152 1.080
145 C -34.18 1.60 -44.73  C140 1.347, C144 1.364, H153 1.080
146 N -31.65 -0.27 -42.74  C143 1.454, O147 1.264, O148 1.287
147 O -31.30 -1.48 -42.76  N146 1.264
148 O -31.41 0.53 -41.76  N146 1.287
149 H -34.29 1.59 -46.89  C140 1.080
150 H -32.77 -0.28 -47.18  C141 1.080
151 H -31.40 -0.96 -45.45  C142 1.080
152 H -33.65 1.46 -42.67  C144 1.080
153 H -34.91 2.37 -44.50  C145 1.080
154 O -20.77 4.11 -41.07  C155 1.271
155 C -20.97 3.53 -39.96  O154 1.271, O156 1.320, C159 1.497
156 O -21.83 3.90 -39.02  C155 1.320, C157 1.372
157 C -22.07 2.90 -38.12  O156 1.372, C158 1.519, H160 1.090, H161 1.090
158 C -20.85 2.00 -38.20  C157 1.519, C159 1.490, H162 1.090, H163 1.090
159 C -20.35 2.22 -39.58  C155 1.497, C158 1.490, H164 1.090, H165 1.090
160 H -23.01 2.44 -38.44  C157 1.090
161 H -22.00 3.30 -37.11  C157 1.090
162 H -21.22 0.97 -38.16  C158 1.090
163 H -20.16 2.11 -37.37  C158 1.090
164 H -20.72 1.45 -40.25  C159 1.090
165 H -19.26 2.18 -39.49  C159 1.090
166 O -29.41 8.05 -46.96  C167 1.256
167 C -28.79 7.58 -45.97  O166 1.256, O168 1.322, C171 1.511
168 O -27.79 6.72 -46.07  C167 1.322, C169 1.416
169 C -27.22 6.29 -44.84  O168 1.416, C170 1.503, H172 1.090, H173 1.090
170 C -28.26 6.74 -43.85  C169 1.503, C171 1.534, H174 1.090, H175 1.090
171 C -29.06 7.87 -44.52  C167 1.511, C170 1.534, H176 1.090, H177 1.090
172 H -26.23 6.69 -44.65  C169 1.090
173 H -27.19 5.21 -44.98  C169 1.090
174 H -27.76 7.20 -43.00  C170 1.090
175 H -28.82 5.89 -43.44  C170 1.090
176 H -28.67 8.81 -44.11  C171 1.090
177 H -30.11 7.92 -44.24  C171 1.090

2.
Below is 6 unconnected molecules or ions with the total composition C12H24N4O12 in a non-equilibrium geometry, with properties calculated with the ωB97M-V functional and the def2-TZVPD basis.

## Properties
- gap between HOMO and LUMO (eV) = 7.63
- spin multiplicity = 1
- relative energy (zero: lowest compared OMol25 entry of this formula, charge and spin) (kJ/mol) = 969.2
- molar mass (g/mol) = 416.34
- structure (SMILES) = C[N+](=O)[O-].C[N+](=O)[O-].C[N+](=O)[O-].C[N+](=O)[O-].O=C1CCCO1.O=C1CCCO1

Last columns: bonded neighbours and bond lengths (Å).
Positions of all 52 atoms, in Å:
1 C 0.81 -0.59 1.17  N2 1.472, H5 1.090, H6 1.090, H7 1.090
2 N -0.36 0.09 0.60  C1 1.472, O3 1.229, O4 1.262
3 O -0.53 0.03 -0.61  N2 1.229
4 O -1.12 0.72 1.38  N2 1.262
5 H 0.63 -0.72 2.24  C1 1.090
6 H 1.65 0.09 1.02  C1 1.090
7 H 0.99 -1.52 0.63  C1 1.090
8 C -1.59 2.51 2.16  N9 1.476, H12 1.090, H13 1.090, H14 1.090
9 N -0.56 3.31 2.85  C8 1.476, O10 1.215, O11 1.206
10 O 0.03 4.15 2.19  N9 1.215
11 O -0.30 3.08 4.00  N9 1.206
12 H -2.45 3.18 2.22  C8 1.090
13 H -1.68 1.52 2.60  C8 1.090
14 H -1.31 2.48 1.11  C8 1.090
15 C 0.24 2.05 -1.14  N16 1.517, H19 1.090, H20 1.090, H21 1.090
16 N -1.18 2.56 -1.05  C15 1.517, O17 1.246, O18 1.234
17 O -1.93 2.20 -0.12  N16 1.246
18 O -1.56 3.36 -1.91  N16 1.234
19 H 0.86 2.44 -1.95  C15 1.090
20 H 0.08 0.98 -1.29  C15 1.090
21 H 0.85 2.16 -0.25  C15 1.090
22 C -0.16 -1.96 -1.71  N23 1.495, H26 1.090, H27 1.090, H28 1.090
23 N 0.96 -2.12 -2.69  C22 1.495, O24 1.172, O25 1.236
24 O 1.54 -1.16 -3.05  N23 1.172
25 O 1.21 -3.25 -3.11  N23 1.236
26 H -0.47 -0.92 -1.77  C22 1.090
27 H 0.06 -2.18 -0.66  C22 1.090
28 H -0.85 -2.72 -2.08  C22 1.090
29 O 5.40 -0.45 3.82  C30 1.244
30 C 4.51 -0.81 3.03  O29 1.244, O31 1.327, C34 1.487
31 O 4.71 -0.89 1.72  C30 1.327, C32 1.427
32 C 3.58 -1.51 1.11  O31 1.427, C33 1.498, H35 1.090, H36 1.090
33 C 2.79 -2.20 2.19  C32 1.498, C34 1.487, H37 1.090, H38 1.090
34 C 3.23 -1.47 3.40  C30 1.487, C33 1.487, H39 1.090, H40 1.090
35 H 3.94 -2.21 0.36  C32 1.090
36 H 2.98 -0.73 0.65  C32 1.090
37 H 3.21 -3.20 2.28  C33 1.090
38 H 1.70 -2.26 2.22  C33 1.090
39 H 3.29 -2.20 4.21  C34 1.090
40 H 2.50 -0.75 3.77  C34 1.090
41 O -4.41 -1.35 -4.27  C42 1.230
42 C -3.67 -0.71 -3.53  O41 1.230, O43 1.301, C46 1.474
43 O -3.03 0.38 -3.86  C42 1.301, C44 1.444
44 C -2.31 0.99 -2.76  O43 1.444, C45 1.531, H47 1.090, H48 1.090
45 C -2.84 0.23 -1.54  C44 1.531, C46 1.512, H49 1.090, H50 1.090
46 C -3.25 -1.08 -2.16  C42 1.474, C45 1.512, H51 1.090, H52 1.090
47 H -2.70 1.99 -2.60  C44 1.090
48 H -1.22 0.99 -2.88  C44 1.090
49 H -3.74 0.68 -1.12  C45 1.090
50 H -2.03 0.01 -0.85  C45 1.090
51 H -4.15 -1.49 -1.69  C46 1.090
52 H -2.38 -1.73 -2.26  C46 1.090

3.
Below is FHO2 in the gas phase in a non-equilibrium geometry, with properties calculated with the ωB97M-V functional and the def2-TZVPD basis.

## Properties
- gap between HOMO and LUMO (eV) = 12.27
- spin multiplicity = 1
- relative energy (zero: lowest compared OMol25 entry of this formula, charge and spin) (kJ/mol) = 6.6
- molar mass (g/mol) = 52.00
- structure (SMILES) = OOF

Last columns: bonded neighbours and bond lengths (Å).
Positions of all 4 atoms, in Å:
1 O -0.38 0.56 -0.43  O2 1.324, H4 0.878
2 O -1.48 0.66 0.31  O1 1.324, F3 1.461
3 F -2.36 -0.42 -0.11  O2 1.461
4 H 0.17 0.01 -0.01  O1 0.878